Record 1
The following is a quantum chemistry calculation of 7 unconnected molecules or ions with the total composition C22H60N2O13, from OMol25.

```
97
Properties=species:S:1:pos:R:3:forces:R:3
H -0.119 3.736 -0.375 0.3659 0.2496 0.2408
O -1.866 -0.291 4.784 -0.7064 0.9919 -1.2709
H 4.051 -3.943 1.831 -1.3112 0.6939 0.6693
C -0.819 -0.587 -0.436 -1.2045 -2.4725 -0.0868
H 0.647 5.058 4.404 -2.3585 1.2583 2.1304
H -0.202 2.322 0.701 0.2307 0.7687 0.3403
H -0.368 0.223 -0.843 1.5506 2.7985 -1.2244
H 1.539 4.028 6.315 0.8059 -0.6961 -1.2626
H -0.934 1.772 -4.066 0.1299 -0.9181 0.4177
H -3.014 -2.543 -2.582 -0.1216 -0.4098 0.0956
H 3.010 4.472 5.491 1.7847 1.3616 0.1084
H 1.067 5.944 -4.431 -1.0870 0.1042 0.2914
O 0.803 0.700 2.627 1.9414 1.3250 0.7641
H 0.082 1.591 4.220 -0.1133 -1.6792 0.2104
H 2.059 5.415 3.573 -0.1200 -0.3451 -0.4924
H 2.196 3.145 -0.826 0.3012 -0.3563 -0.3934
C -1.568 -4.143 0.671 -0.3489 -0.5128 -2.9131
H -0.535 -4.679 -3.460 0.8370 -0.2282 0.7444
C 0.466 4.258 2.433 -1.0719 0.5757 0.9006
H 2.721 -4.862 4.034 0.1088 -0.2568 -1.0266
H -2.617 -1.063 0.552 -0.4315 -1.2253 0.4906
C -2.456 -4.076 1.787 -1.4881 1.5110 3.0705
H 1.851 4.424 0.815 -0.7699 -0.5386 1.5496
O 2.283 -2.348 0.747 -0.0376 1.1895 -0.0843
C 1.457 -3.516 -2.177 0.3185 3.3075 -1.8157
H 1.245 -5.375 -1.186 -0.9670 0.1845 0.7942
C -2.186 -0.274 -0.004 0.0872 0.6307 1.4551
O 2.890 -5.033 3.083 -0.6503 -0.4591 1.2908
H 0.950 1.974 -1.332 -0.0096 -0.0645 -0.8553
O -1.688 -3.506 2.828 -0.7346 -3.2467 2.4940
H -0.824 -1.339 -1.210 -0.1331 -0.5437 -0.5453
H 0.084 3.561 -4.386 -0.3346 1.0061 1.2896
H -1.812 -4.147 -1.247 0.3372 -0.3202 -0.5493
C -1.493 3.168 -2.934 1.5181 1.0661 1.7120
H 1.104 -3.068 2.208 0.4867 -0.3556 -0.3249
C 3.076 -3.809 2.424 2.9164 -0.4230 0.4589
H 1.668 -4.249 1.045 -0.8868 -1.4700 -1.1003
O -2.381 -4.095 -0.484 -0.4904 -0.3365 -0.4888
H -2.933 -4.968 2.222 0.8011 -0.2856 -0.5945
O 2.132 1.367 0.067 2.7067 -6.1409 4.5601
H -0.102 5.139 2.056 0.0789 -0.0855 0.5117
C 1.967 -3.409 1.592 -2.0919 0.5828 -0.3496
O 1.820 3.461 4.228 0.0015 0.1763 0.9130
H -3.052 1.625 -4.483 -0.4436 0.5379 0.2856
H -3.331 -3.449 1.622 -0.0258 0.3517 -0.5788
H -2.896 0.032 -0.705 -0.7848 0.4322 -1.5796
C 2.333 3.687 5.539 -2.6792 -0.6429 0.2497
H 3.519 1.030 -1.275 1.1244 0.2885 -0.9029
C 0.481 3.117 0.317 0.5927 -2.7571 0.4121
H -2.460 -2.779 -4.278 -1.4776 0.8322 0.6357
N -1.401 1.768 -3.149 -0.1288 -0.0046 -1.8664
O -0.351 -4.959 -2.539 0.2449 -0.2891 0.4318
H -1.416 -2.668 2.613 0.8518 3.1230 -1.1118
C -1.202 0.021 3.522 -1.8045 -1.1114 2.5772
H -0.237 7.111 -3.955 0.1523 0.3139 -0.0114
H 0.646 -1.545 0.283 0.9351 -0.1649 0.5241
H 0.412 0.191 1.967 -0.6741 -1.6603 -2.1176
N 1.269 3.726 1.354 -0.0250 0.8338 -0.4383
C -3.331 -2.378 -3.615 1.7149 0.9659 -0.0907
H -1.937 -0.464 -2.769 1.2783 -0.3069 1.8236
H -0.598 5.853 -5.066 -0.9473 -0.3920 -2.2822
H 1.695 -5.473 -2.725 0.4780 -0.7787 -1.4904
H -0.956 -4.987 0.757 0.7264 -2.0752 -0.2110
C -0.039 6.084 -4.229 1.7371 0.5079 1.4569
H -4.277 -2.882 -3.821 0.2492 0.3107 -0.0914
H 0.653 3.721 -2.640 -0.2354 -0.1634 -0.4964
H -1.749 3.235 -1.843 0.0020 0.9601 -0.9857
C 1.267 4.649 3.712 1.5319 -1.5378 -2.8890
C -0.194 3.926 -3.323 -0.4033 -0.8796 0.5833
H -1.830 0.640 2.924 -0.4532 0.7481 -0.1145
H 0.659 -0.119 4.517 -0.0866 -0.1200 0.0326
H -1.357 -0.976 5.189 0.4232 -0.6837 0.4164
H 3.275 -2.876 -2.620 -0.9516 -1.0731 1.9967
C 2.763 0.469 -0.786 0.7034 -1.5360 1.0406
H 3.237 -0.340 -0.143 -0.6259 1.1180 -0.8015
H 2.757 2.751 5.854 0.3647 -0.2192 0.2905
H -0.834 -3.390 0.556 0.3930 1.6001 0.7618
H -2.097 0.528 0.702 -0.1047 0.7384 0.5125
O -0.531 5.298 -3.176 0.6064 -0.5420 -0.2050
H 2.782 -2.630 -0.018 0.3347 -0.4544 -0.4430
C 1.532 2.311 -0.470 -4.4558 6.9078 -4.9595
O -0.110 -1.091 0.656 -0.0648 -0.0458 0.5842
H -1.861 -0.476 -4.457 0.8036 1.1531 -0.1526
H -3.460 1.563 -2.741 -1.0833 0.3368 1.1680
H -1.043 -0.866 2.996 -0.1469 -1.6889 -1.1559
C -2.766 1.300 -3.477 2.2857 -2.1021 -2.0046
H 3.103 -3.011 3.128 1.1845 0.7277 0.8169
H 2.139 -0.023 -1.563 -0.2887 0.4284 0.4474
O -3.494 -0.942 -3.720 -9.8784 -6.6861 -1.2315
O 2.817 -3.321 -1.832 1.5005 0.8693 -1.3323
H -2.186 3.627 -3.607 -1.1570 0.5033 -0.0222
C 0.112 0.515 3.808 1.6946 3.9366 0.9780
C -2.521 -0.206 -3.597 6.7703 3.8263 -0.4587
C 1.042 -4.894 -2.132 -1.1780 -1.2497 -0.7360
H 0.792 -2.903 -1.574 0.0614 0.1564 0.4445
H -0.372 3.504 2.771 1.8779 1.0670 -0.7771
H 1.356 -3.068 -3.219 -0.3586 -0.8222 0.9425
```
Positions in Å, forces in eV/Å.

Results
* HOMO level: -8.23 eV
* total energy: -53373.8546 eV
* E_LUMO: -0.02 eV
* SMILES string: COCCNCCOC.COCCNCCOC.OCCO.OCCO.OCCO.OCCO.CCO
* energy above the lowest of the compared OMol25 structures with the same formula, charge and spin: 130.8 kcal per mole

Löwdin population analysis, charges in e, atoms 1 to 2: 0.1075 -0.0454

Record 2
The following is a quantum chemistry calculation of C6H13NO in the gas phase, from OMol25.

```
21
Properties=species:S:1:pos:R:3:forces:R:3
C -0.701 0.150 1.244 -0.6858 -2.6954 -0.1053
C -0.350 0.271 -0.194 1.2073 -0.9150 0.2002
H 0.845 -0.625 -2.784 0.0949 -0.0499 -0.0816
H -0.089 -2.687 -1.460 0.2292 0.3432 0.2752
O -1.749 0.981 1.697 -0.8132 -0.2200 -0.0541
H 1.877 0.293 -1.672 -0.1921 -0.1594 -0.0189
C 1.321 -0.641 -1.799 -0.2294 0.0080 -0.2699
H 1.052 -0.679 2.210 0.0951 0.1614 -0.1670
H -1.676 1.669 -1.146 0.1292 -0.1765 0.0811
H -0.296 2.422 -0.343 -0.0457 0.2280 -0.0279
H -0.061 1.617 -1.881 -0.1517 -0.0834 0.1008
H 2.052 -1.455 -1.799 -0.1596 0.0321 0.0900
H -0.937 -2.335 -0.074 0.2255 -0.0709 -0.1597
C -0.606 1.555 -0.934 1.1211 0.2035 0.2093
C 0.443 0.228 2.252 0.6046 0.1139 -0.1580
H 1.084 1.092 2.043 -0.0012 -0.0421 0.1135
C 0.293 -0.839 -0.698 -0.6983 1.4946 -2.2096
H -1.593 1.903 1.442 0.1662 -0.4735 -0.0522
H 0.071 0.303 3.277 -0.1829 0.0645 -0.2293
N -0.058 -2.200 -0.566 0.1396 -0.1728 1.0923
H -0.923 -1.024 1.184 -0.8526 2.4099 1.3714
```
Positions in Å, forces in eV/Å.

Results
* HOMO level: -7.31 eV
* total energy: -9968.5301 eV
* E_LUMO: 0.88 eV
* SMILES string: C/C(N)=C(\C)[C@@H](C)O
* energy above the lowest of the compared OMol25 structures with the same formula, charge and spin: 61.0 kcal per mole

Löwdin population analysis, charges in e, atoms 1 to 2: -0.4306 -0.2424

Record 3
The following is a quantum chemistry calculation of a molecular structure, C14H12HgIN2O3, from OMol25.

```
33
Properties=species:S:1:pos:R:3:forces:R:3
C -0.266 -1.317 -0.163 -0.2980 0.1739 0.2305
C -1.268 4.049 1.195 0.0509 0.0524 -0.0334
H -2.980 -0.712 0.046 -0.0112 -0.0012 -0.0290
C -0.338 -0.037 0.445 0.3277 0.7628 -0.0144
C -1.020 2.706 0.988 0.0223 -0.0095 -0.0091
C -0.333 5.025 0.853 -0.0289 -0.0818 0.0072
I 2.870 2.717 -0.946 -0.0787 0.1590 -0.0091
O 2.103 -1.309 -0.505 0.5475 0.2154 -0.3004
C 0.860 4.603 0.262 -0.0022 0.0220 0.0012
N -0.243 -3.744 -1.644 -0.0521 0.0069 0.0204
C 0.867 -3.016 -1.478 -0.0589 -0.0058 0.0286
C 1.109 3.265 0.056 0.1495 0.1886 -0.0679
H 2.883 -3.740 -1.346 0.0051 -0.0083 0.0001
H 2.578 -2.757 -2.756 0.0004 0.0016 0.0029
N 0.566 0.958 0.215 -0.7233 -0.8988 -0.0792
C -2.725 -1.743 0.318 0.0036 0.0157 0.0397
C 2.132 -3.518 -2.109 -0.0002 0.0017 0.0065
H 1.599 5.330 -0.053 -0.0039 0.0030 0.0064
C -1.347 -3.311 -1.024 0.0515 0.0286 -0.0443
H -1.812 -1.885 2.025 0.0040 0.0469 0.0118
H -1.793 1.995 1.243 0.0134 -0.0030 0.0466
O -2.737 -1.834 1.758 -0.0062 -0.0572 -0.0357
H -0.525 6.077 1.022 -0.0032 -0.0015 -0.0012
C -1.421 -2.142 -0.293 -0.0197 -0.0245 -0.0132
H 1.914 -4.417 -2.687 0.0041 0.0005 -0.0008
H -2.238 -3.926 -1.138 0.0006 -0.0052 0.0033
O 4.365 0.355 2.323 -0.1691 0.1041 0.0729
C 0.211 2.230 0.437 -0.0280 0.2174 0.1987
C 0.938 -1.829 -0.710 0.1451 -0.5144 0.0141
H -2.219 4.343 1.628 0.0038 0.0000 0.0028
H -3.518 -2.401 -0.049 -0.0036 -0.0022 0.0216
H -1.237 0.177 1.019 -0.0565 0.0096 -0.0746
Hg 3.027 -0.193 1.064 0.2141 -0.3967 -0.0029
```
Positions in Å, forces in eV/Å.

Results
* HOMO level (spin up / spin down): 0.58 / -1.09 eV
* total charge: -2
* total energy: -36108.2160 eV
* 2S+1: 2
* E_LUMO (spin up / spin down): 4.61 / 4.61 eV
* energy above the lowest of the compared OMol25 structures with the same formula, charge and spin: 0.0 kcal per mole

Löwdin population analysis, charges in e, atoms 1 to 2: -0.1267 -0.1498

Copy entry 2 word for word.
The following is a quantum chemistry calculation of C6H13NO in the gas phase, from OMol25.

```
21
Properties=species:S:1:pos:R:3:forces:R:3
C -0.701 0.150 1.244 -0.6858 -2.6954 -0.1053
C -0.350 0.271 -0.194 1.2073 -0.9150 0.2002
H 0.845 -0.625 -2.784 0.0949 -0.0499 -0.0816
H -0.089 -2.687 -1.460 0.2292 0.3432 0.2752
O -1.749 0.981 1.697 -0.8132 -0.2200 -0.0541
H 1.877 0.293 -1.672 -0.1921 -0.1594 -0.0189
C 1.321 -0.641 -1.799 -0.2294 0.0080 -0.2699
H 1.052 -0.679 2.210 0.0951 0.1614 -0.1670
H -1.676 1.669 -1.146 0.1292 -0.1765 0.0811
H -0.296 2.422 -0.343 -0.0457 0.2280 -0.0279
H -0.061 1.617 -1.881 -0.1517 -0.0834 0.1008
H 2.052 -1.455 -1.799 -0.1596 0.0321 0.0900
H -0.937 -2.335 -0.074 0.2255 -0.0709 -0.1597
C -0.606 1.555 -0.934 1.1211 0.2035 0.2093
C 0.443 0.228 2.252 0.6046 0.1139 -0.1580
H 1.084 1.092 2.043 -0.0012 -0.0421 0.1135
C 0.293 -0.839 -0.698 -0.6983 1.4946 -2.2096
H -1.593 1.903 1.442 0.1662 -0.4735 -0.0522
H 0.071 0.303 3.277 -0.1829 0.0645 -0.2293
N -0.058 -2.200 -0.566 0.1396 -0.1728 1.0923
H -0.923 -1.024 1.184 -0.8526 2.4099 1.3714
```
Positions in Å, forces in eV/Å.

Results
* HOMO level: -7.31 eV
* total energy: -9968.5301 eV
* E_LUMO: 0.88 eV
* SMILES string: C/C(N)=C(\C)[C@@H](C)O
* energy above the lowest of the compared OMol25 structures with the same formula, charge and spin: 61.0 kcal per mole

Löwdin population analysis, charges in e, atoms 1 to 2: -0.4306 -0.2424

Question: Which value of total energy does entry 3 give?
Answer: -36108.2160 eV